Record 1
Entry from the Open Molecules 2025 dataset: 2 unconnected molecules or ions with the total composition C5H16N2O at a distorted geometry (the ωB97M-V functional and the def2-TZVPD basis).

Geometry (Å):
N 1.5578 -0.4948 1.1929
C -0.1204 -0.1934 -0.5537
H 2.0742 2.0583 0.8940
C -0.6989 -1.5698 -0.2230
H -0.6825 2.6100 1.7091
H -1.2358 -1.9607 -1.0899
H -0.9422 0.4462 -0.8731
H 0.9197 3.6145 -0.4450
O -1.7098 -5.7188 -2.3314
H 0.6334 -0.3223 -1.3358
H 2.2032 -0.7782 0.4575
H -0.0432 -2.2432 0.3154
H -2.6197 -5.5317 -2.0863
N 0.3522 2.8083 -0.2206
C -0.5829 3.2603 0.8296
H 2.0907 -0.0492 1.9326
H -1.4440 -6.4914 -1.8074
H -1.5771 3.3727 0.3988
C 0.6033 0.4582 0.6286
H 1.8433 1.4818 -0.7406
H -1.5007 -1.3997 0.5196
C 1.2952 1.7437 0.1725
H -0.2802 4.2279 1.2522
H -0.1356 0.6710 1.4039

Summary:
Spin multiplicity: 1
SMILES string: CC[C@@H](N)CNC.O
LUMO energy: 1.01 eV
HOMO-LUMO gap: 0.363 Eh

Record 2
Entry from the Open Molecules 2025 dataset: 2 unconnected molecules or ions with the total composition C5H16N2O at a distorted geometry (the ωB97M-V functional and the def2-TZVPD basis).

Geometry (Å):
H -0.4218 0.9487 -0.0248
H 3.0676 -0.4561 -1.2709
H -1.1297 -1.6295 -1.2929
N 0.9968 0.5121 2.3164
O -2.5083 -0.5159 1.4766
H -2.7519 0.4643 -1.2638
H -2.1991 -0.9594 0.6738
H 1.5592 1.7172 0.7953
C 1.2533 -0.2562 -0.0918
H -0.0121 0.5160 2.2566
H 1.3839 -1.2447 0.2732
H -2.3653 -0.1669 -2.8892
H 2.7503 0.5947 1.2593
C -0.8350 -0.5751 -1.3742
H -0.0981 -0.7553 -2.1664
H -2.7092 -1.2291 2.0849
H 2.1955 1.1491 -1.3689
C 1.6841 0.6896 1.0458
C 2.1169 0.0613 -1.3064
C -1.9478 0.2483 -1.9732
H -1.5869 1.2366 -2.2643
H 1.2854 -0.3270 2.7995
N -0.1995 -0.0182 -0.2035
H 1.6420 -0.1309 -2.2719

Summary:
Spin multiplicity: 1
SMILES string: CCN[C@@H](C)CN.O
LUMO energy: 0.94 eV
HOMO-LUMO gap: 0.351 Eh

Record 3
Entry from the Open Molecules 2025 dataset: 2 unconnected molecules or ions with the total composition C5H16N2O at a distorted geometry (the ωB97M-V functional and the def2-TZVPD basis).

Geometry (Å):
C 0.2374 -0.5025 2.4875
H -1.3844 -0.5701 3.8817
H 1.3563 -0.3601 -0.1981
H -0.0730 2.6290 -1.6561
C 0.6177 -1.3084 1.2715
C 0.6246 0.1322 -2.5895
H -1.0885 -1.9085 2.9282
H 0.8091 -2.3308 1.6134
H -0.1040 2.0584 0.1266
H 0.1851 0.5324 2.2316
C 0.2735 1.8431 -0.9145
H 1.0430 -0.6380 3.1801
N -1.0984 -0.8589 2.9259
H -1.8277 0.3956 -0.3026
H 1.7036 0.1897 -2.4919
H 1.3753 2.0010 -0.8739
H -0.2753 -1.3500 0.5893
H 0.3516 0.8660 -3.3809
C -1.3963 0.2694 -1.3768
O 1.6631 -0.9270 0.5519
H 0.4277 -0.9197 -2.8853
H -1.6575 -0.7328 -1.7982
N 0.0272 0.4240 -1.2460
H -1.7901 1.0662 -2.0738

Summary:
Spin multiplicity: 1
SMILES string: CN(C)C.NCCO
LUMO energy: 0.95 eV
HOMO-LUMO gap: 0.372 Eh

Record 4
Entry from the Open Molecules 2025 dataset: 2 unconnected molecules or ions with the total composition C5H16N2O at a distorted geometry (the ωB97M-V functional and the def2-TZVPD basis).

Geometry (Å):
H -1.6392 2.3759 -2.3053
C 2.2997 -1.2795 1.8438
H -2.4135 3.2482 1.0688
N -1.8949 1.5424 -1.7670
H 3.2434 -1.3338 1.2892
H -0.7923 0.9330 0.4983
C 1.1419 -0.1040 0.0234
H 2.4245 -2.0085 2.6310
H -3.5928 2.5783 0.5738
H 2.4400 -0.3778 2.4410
H 0.7131 -2.7461 -0.7034
H -2.2998 1.9048 -0.8340
H -0.1723 0.3893 -2.4061
H 1.7552 -0.3222 -0.8732
H -2.5547 1.0291 -2.3538
H 2.3175 -2.7552 -0.2651
C -0.1632 0.5296 -0.3073
N 1.3627 -2.6070 0.0762
H 1.2003 -3.4100 0.6991
C 1.1147 -1.3856 0.9007
C -0.7209 0.6534 -1.5057
O -2.6534 2.3873 0.7009
H 0.1622 -1.4645 1.4485
H 1.6839 0.7387 0.4781

Summary:
Spin multiplicity: 1
Total charge: +2
LUMO energy: -6.19 eV
HOMO-LUMO gap: 0.437 Eh

Record 5
Entry from the Open Molecules 2025 dataset: a gas-phase ion, C5H16N3 (charge +1) at a distorted geometry (the ωB97M-V functional and the def2-TZVPD basis).

Geometry (Å):
N -0.7278 -0.0093 -0.6068
H -1.6977 0.4187 2.3065
H 1.3804 0.8053 -1.9257
C 0.5029 -2.1632 -0.5704
H -2.7297 -0.2119 -0.2499
H 3.1772 1.3280 -0.5887
H 2.1601 -0.6840 -1.8788
H 0.8950 -0.4127 0.6695
H -0.5304 2.4418 1.8612
H -1.3468 2.7016 0.5207
C 1.6489 0.0246 -1.2152
H -2.9221 1.2932 1.4899
C -1.7940 -0.3108 0.3042
H -1.8682 -1.2113 0.9096
N 2.6163 0.5682 -0.2311
H 3.2105 -0.1923 0.0722
N -0.9389 1.9431 1.0700
H -0.9557 -0.2229 -1.5666
C 0.5751 -0.6764 -0.3356
H 1.3997 -2.7394 -0.4078
H -0.1501 -2.6633 0.1502
H -0.2072 1.5114 0.4725
C -1.9306 0.8765 1.3440
H 0.2332 -2.4148 -1.5942

Summary:
Spin multiplicity: 1
SMILES string: C[C@@H](CN)NCC[NH3+]
Total charge: +1
LUMO energy: -3.14 eV
HOMO-LUMO gap: 0.350 Eh

Record 6
Entry from the Open Molecules 2025 dataset: 2 unconnected molecules or ions with the total composition C5H16N3 at a distorted geometry (the ωB97M-V functional and the def2-TZVPD basis).

Geometry (Å):
C -1.9526 -0.0926 0.9315
H -3.2182 1.1013 1.8978
C 1.8753 -0.1716 0.2531
H 1.2946 0.5933 -2.5612
H 3.3634 0.8191 -0.8259
H -0.9209 -2.4258 -1.0164
H -2.1071 -2.0470 1.5245
H -1.2156 0.2360 -0.9198
N -1.8699 0.6216 -0.2277
H -0.8119 -3.2340 0.3458
N -2.3034 0.6772 2.0435
C 1.4841 1.3864 -1.8202
H -1.9412 1.6137 -0.1268
H 2.0060 2.2568 -2.3099
C 2.3123 1.0352 -0.6274
H 0.2149 -1.7025 0.0348
H -1.7697 0.4270 2.8426
N -1.6911 -1.3742 0.8863
H 2.3260 1.9706 -0.0599
H 0.4742 1.7459 -1.6924
H 1.5246 0.3396 1.1588
H 2.7284 -0.8955 0.4478
C -0.8194 -2.1703 0.0293
H 1.0172 -0.7103 -0.2082

Summary:
Spin multiplicity: 1
Total charge: +1
LUMO energy: -3.47 eV
HOMO-LUMO gap: 0.389 Eh

Record 7
Entry from the Open Molecules 2025 dataset: 2 unconnected molecules or ions with the total composition C5H16N3 at a distorted geometry (the ωB97M-V functional and the def2-TZVPD basis).

Geometry (Å):
H -0.0981 -2.8384 -0.7735
H 1.2216 1.0110 -2.7238
H -1.9181 1.0946 1.0790
H -0.4248 1.4370 1.7101
H -0.9984 -0.8365 1.9836
C 0.8917 -0.9982 -0.3446
N 0.5576 -2.2843 -0.1027
H -1.9438 2.0781 2.3490
H -1.0387 -0.1132 3.7773
C -0.6928 1.6072 -2.0786
H -1.5763 1.6097 -1.3898
H 1.8480 -0.8197 1.4870
C -1.4719 -0.1621 2.6907
C -1.4726 1.2034 1.9753
H 2.6895 0.1156 0.2214
H -0.6763 2.8162 -2.1190
H -1.1365 1.3701 -3.1280
C 0.5554 1.0388 -1.7625
N 1.7690 -0.3859 0.5543
H 1.2072 1.6425 -0.9707
H -2.3820 -0.5964 2.9124
N 0.2958 -0.3236 -1.3622
H 0.5419 -2.4761 0.9097
H -0.5302 -0.6722 -1.8324

Summary:
Spin multiplicity: 1
Total charge: +1
LUMO energy: -3.30 eV
HOMO-LUMO gap: 0.416 Eh

Record 8
Entry from the Open Molecules 2025 dataset: a molecular structure, C5H16N3PbS at a distorted geometry (the ωB97M-V functional and the def2-TZVPD basis).

Geometry (Å):
C -2.9022 -1.8023 0.5201
H 3.8484 0.5891 -3.2411
H -3.0043 -2.1699 2.6301
C -0.4697 -1.6078 0.5102
C -1.7645 -0.4667 2.2958
H 2.0301 3.6719 -2.6857
H 0.4544 1.3169 0.5665
H -3.6062 -2.6100 0.3482
H -1.9348 0.5633 1.9763
H 0.3160 -0.5079 1.9327
Pb 2.4811 1.6833 -0.7329
H 2.4011 -0.2020 -3.1387
N -0.5456 -1.0062 1.7147
H 3.6307 -0.5992 -2.1144
N 3.1722 0.1846 -2.5914
H 0.9600 0.8427 0.9436
C -2.9486 -1.3220 1.9536
H -1.5926 -0.4269 3.3658
H 2.3703 4.5585 -1.1561
N -1.5834 -2.2745 0.1257
C 2.6567 3.6989 -1.7822
H -1.5136 -2.6306 -0.8278
H 3.7251 3.7582 -2.0630
S 0.9080 -1.4905 -0.4873
H -3.8751 -0.7619 2.0880
H -3.2134 -0.9892 -0.1506

Summary:
Spin multiplicity: 1
Total charge: +1
LUMO energy: -4.45 eV
HOMO-LUMO gap: 0.257 Eh

Record 9
Entry from the Open Molecules 2025 dataset: 2 unconnected molecules or ions with the total composition C5H16N3S (the ωB97M-V functional and the def2-TZVPD basis).

Geometry (Å):
H 0.8042 -0.3268 -2.4134
H 2.2406 3.3397 0.5593
H -0.6632 -3.1228 2.1090
C 0.7705 0.7524 -2.6389
H 1.1190 0.9065 -3.6740
H -0.2755 1.0946 -2.5652
H 1.6300 2.6112 -1.8957
H -1.2587 1.0177 0.4455
H -3.8594 -1.2696 1.2026
H 0.1292 -0.7829 0.6360
H 2.7074 1.1927 -1.7441
C 1.6549 1.5277 -1.6701
N -2.9177 -1.6680 1.1699
N -2.0586 0.4164 0.6582
H -0.8694 -3.4665 0.3629
H -2.7777 -2.6653 1.3496
H 0.7311 -2.9680 0.9949
H 3.3203 1.9182 0.7112
C -1.8710 -0.8876 0.8927
C 2.2948 2.2865 0.8825
C -0.3573 -2.8184 1.0940
H 2.0797 2.2386 1.9632
S 1.0781 1.2708 0.0267
N -0.6502 -1.4095 0.8513
H -3.0013 0.8122 0.6917

Summary:
Spin multiplicity: 1
Total charge: +1
LUMO energy: -2.61 eV
HOMO-LUMO gap: 0.357 Eh

Record 10
Entry from the Open Molecules 2025 dataset: C5H16N4 in the gas phase at a distorted geometry (the ωB97M-V functional and the def2-TZVPD basis).

Geometry (Å):
H 0.1680 1.3043 -1.5627
H -1.2768 1.9547 0.5631
H -3.3924 -1.1514 0.4382
H -1.5436 -2.8419 0.1381
C 1.0233 -0.6608 0.5203
H 3.8766 0.9589 -0.3955
H 0.4627 2.0630 0.7726
H -2.8341 0.1215 -0.6838
C 2.8589 0.6191 -0.5972
N -1.1576 -2.0510 -0.3695
N -0.3047 0.4431 -1.3246
H 2.1960 0.8691 1.3158
C -2.6706 -0.3430 0.2995
H 2.3131 1.4527 -1.0674
C -0.3990 1.4110 0.9029
H 2.9150 -0.2019 -1.3130
H 1.2171 -1.4587 -0.1975
H -0.0139 -0.3592 -1.8761
N -1.3297 -0.8871 0.4355
H -1.6515 -1.9769 -1.2625
C -0.2245 0.1348 0.0875
H -0.5073 1.1708 1.9568
H -2.8447 0.3921 1.0813
H 0.8367 -1.0881 1.5053
N 2.2832 0.1250 0.6328

Summary:
Spin multiplicity: 1
SMILES string: CNC[C@@](C)(N)N(C)N
LUMO energy: 0.98 eV
HOMO-LUMO gap: 0.336 Eh

Record 11
Entry from the Open Molecules 2025 dataset: 2 unconnected molecules or ions with the total composition C5H16N4 at a distorted geometry (the ωB97M-V functional and the def2-TZVPD basis).

Geometry (Å):
H -1.5923 -1.8743 -2.0547
C -2.8477 0.1727 -0.1001
H -3.3999 -0.7232 0.1981
H 3.2915 1.0442 0.2124
C -1.8315 -0.8127 -2.0373
C 1.0437 0.2581 1.5670
H 2.3859 1.6704 2.4234
H -2.5944 0.7413 0.7938
H 0.3813 -1.5766 -0.1793
H 0.0776 1.0825 -0.7549
C 1.4115 1.2059 2.4342
N 1.7910 -0.2211 0.5071
H -3.4994 0.7761 -0.7477
H -2.7659 -0.5646 -2.5544
H 0.7065 1.5750 3.1604
N 3.1720 0.0643 0.4531
H 1.9566 -1.6380 -0.9930
H 3.6027 -0.0854 1.3683
C 1.4594 -1.5281 -0.0312
H -1.1311 2.0939 -1.2203
H 1.7898 -2.3417 0.6280
N -0.7727 1.1311 -1.3115
N -1.6315 -0.2566 -0.7594
H -1.0281 -0.0847 -2.5516
H 0.0250 -0.1086 1.5494

Summary:
Spin multiplicity: 1
SMILES string: C=CN(C)N.CN(C)N
LUMO energy: 0.93 eV
HOMO-LUMO gap: 0.331 Eh

Record 12
Entry from the Open Molecules 2025 dataset: a gas-phase ion, C5H16N5S (charge +1) at a distorted geometry (the ωB97M-V functional and the def2-TZVPD basis).

Geometry (Å):
H -1.1556 1.8045 -1.6425
H -2.1545 -0.7707 1.9545
H 2.5119 -0.2101 1.6694
H -2.7793 -0.2754 -1.5494
H -1.3906 0.8951 2.0154
N 0.9062 -0.1162 0.1115
H 3.3945 -0.7856 -1.7932
N 2.4537 -0.5296 -1.6192
N -0.2989 1.5292 -1.0614
H -0.0548 -0.2468 -1.5870
S -1.2549 -2.2686 -0.1163
N -0.2453 2.3690 0.0415
H 3.9237 -0.0669 0.4752
H -0.3831 -0.6642 1.8790
N -0.2265 0.1568 -0.6452
C 2.0114 -0.5176 -0.3603
C -1.4696 -0.3854 0.1199
H -0.9373 -2.5178 1.0623
H 0.5879 2.2223 0.6514
C -1.3089 -0.2172 1.5470
C -2.7842 0.0719 -0.5455
H 2.1493 -0.1447 -2.4342
C 3.0360 -0.6742 0.7267
H -1.0994 2.3786 0.6794
H -2.8975 1.2185 -0.5140
H 3.0976 -1.7801 0.9981
H -3.6320 -0.4746 -0.0631

Summary:
Spin multiplicity: 1
SMILES string: C/C(N)=N/[N@H+](NN)C(C)(C)S
Total charge: +1
LUMO energy: -2.86 eV
HOMO-LUMO gap: 0.376 Eh